{"formula": "C65H150N6O17", "method": "ωB97M-V/def2-TZVPD", "symbols": ["C", "C", "O", "O", "H", "H", "H", "H", "H", "H", "C", "C", "O", "O", "H", "H", "H", "H", "H", "H", "C", "C", "O", "O", "H", "H", "H", "H", "H", "H", "C", "C", "O", "O", "H", "H", "H", "H", "H", "H", "C", "O", "H", "H", "H", "H", "C", "O", "H", "H", "H", "H", "C", "O", "H", "H", "H", "H", "C", "C", "C", "C", "C", "C", "N", "O", "C", "C", "C", "H", "H", "H", "H", "H", "H", "H", "H", "H", "H", "H", "H", "H", "H", "H", "H", "H", "H", "H", "C", "C", "C", "C", "C", "C", "N", "O", "C", "C", "C", "H", "H", "H", "H", "H", "H", "H", "H", "H", "H", "H", "H", "H", "H", "H", "H", "H", "H", "H", "C", "C", "C", "C", "C", "C", "N", "O", "C", "C", "C", "H", "H", "H", "H", "H", "H", "H", "H", "H", "H", "H", "H", "H", "H", "H", "H", "H", "H", "H", "C", "C", "C", "C", "C", "C", "N", "O", "C", "C", "C", "H", "H", "H", "H", "H", "H", "H", "H", "H", "H", "H", "H", "H", "H", "H", "H", "H", "H", "H", "C", "C", "C", "C", "C", "C", "N", "O", "C", "C", "C", "H", "H", "H", "H", "H", "H", "H", "H", "H", "H", "H", "H", "H", "H", "H", "H", "H", "H", "H", "C", "C", "C", "C", "C", "C", "N", "O", "C", "C", "C", "H", "H", "H", "H", "H", "H", "H", "H", "H", "H", "H", "H", "H", "H", "H", "H", "H", "H", "H"], "positions_angstrom": [[1.06060, 0.05340, -5.69360], [1.17485, 1.59987, -5.64947], [0.17774, 2.28563, -4.87865], [-0.19415, -0.40414, -6.18237], [1.14006, -0.33015, -4.67278], [1.92349, -0.40364, -6.16356], [1.11523, 1.94015, -6.70628], [2.17041, 1.70156, -5.24437], [0.22326, 2.07463, -3.93305], [-0.50614, -0.03501, -6.98585], [2.54473, -3.24074, -4.21447], [3.85098, -2.81640, -4.73168], [3.93451, -1.40152, -4.72422], [2.41527, -4.62276, -4.57149], [1.79645, -2.66450, -4.74272], [2.37852, -3.03529, -3.14156], [3.90116, -3.14141, -5.75569], [4.63249, -3.30876, -4.18203], [4.31208, -1.02141, -3.92167], [1.57248, -4.93905, -4.25393], [-3.55808, 0.16034, -4.26746], [-3.48724, 1.64148, -4.47079], [-2.95089, 1.95793, -5.74103], [-2.25982, -0.44155, -4.11080], [-4.22746, -0.39391, -4.96376], [-4.05242, -0.03362, -3.28450], [-2.82907, 1.99793, -3.60676], [-4.52980, 2.09158, -4.34873], [-1.99167, 2.13486, -5.52253], [-1.72338, -0.26484, -4.94195], [-2.62774, -5.00528, 1.03825], [-1.17118, -5.34654, 1.18217], [-0.46178, -5.25699, -0.05748], [-3.23638, -6.01824, 0.26071], [-2.75022, -4.02929, 0.56838], [-3.03863, -5.10155, 2.04647], [-1.04129, -6.40834, 1.49821], [-0.75123, -4.69453, 1.90971], [-1.02634, -5.75233, -0.67586], [-3.25915, -5.85332, -0.69213], [2.47120, -6.41006, 0.13061], [2.35716, -5.68309, -1.10345], [1.62501, -6.19909, 0.71499], [2.45626, -7.50782, -0.13686], [3.48946, -6.17425, 0.62101], [3.19111, -5.81577, -1.61445], [5.20212, -6.35732, -3.78748], [4.34981, -5.57076, -2.96551], [5.52080, -5.85308, -4.64595], [6.11621, -6.63389, -3.22915], [4.78358, -7.28684, -4.12738], [3.59695, -5.24081, -3.46599], [6.67599, -0.34040, -3.44688], [5.63998, 0.33286, -2.68961], [6.40675, -1.37249, -3.57287], [6.77180, 0.10580, -4.42604], [7.62751, -0.28051, -2.92265], [5.87736, 0.15360, -1.74392], [-1.21203, -4.01174, -3.58358], [-1.36353, -5.43326, -4.22603], [-1.37543, -5.32956, -5.75247], [-1.11853, -6.64480, -6.46170], [0.11666, -7.29198, -6.05301], [0.23231, -7.37830, -4.44282], [-0.07247, -6.11161, -3.84391], [0.00794, -6.30219, -2.42631], [-0.49356, -8.63167, -4.00218], [1.72120, -7.67928, -4.24037], [-2.55912, -6.12419, -3.67404], [-2.06243, -3.28543, -3.88299], [-0.24607, -3.54276, -3.79107], [-1.28151, -4.16295, -2.46595], [-2.37287, -4.91069, -6.09813], [-0.53673, -4.63746, -6.03514], [-1.08973, -6.45227, -7.54718], [-1.95965, -7.28726, -6.33785], [0.99896, -6.70207, -6.40637], [0.12381, -8.33740, -6.44555], [-0.19934, -9.40162, -4.64334], [-0.15006, -8.86935, -2.97740], [-1.53481, -8.47308, -4.09214], [2.00472, -7.58223, -3.13677], [1.94488, -8.66534, -4.65389], [2.26868, -6.99670, -4.87492], [-2.87550, -6.91829, -4.34840], [-3.34106, -5.33534, -3.60441], [-2.35643, -6.45148, -2.64517], [0.86256, -5.95837, -2.09956], [-2.67438, 6.62654, -0.47859], [-3.41485, 7.59863, 0.40502], [-4.90998, 7.27437, 0.40664], [-5.26555, 5.87161, 0.93076], [-4.84808, 5.73440, 2.34787], [-3.35291, 6.17704, 2.62735], [-3.13493, 7.49305, 1.88022], [-1.82467, 7.96517, 2.11547], [-3.27938, 6.53425, 4.13412], [-2.46583, 4.98272, 2.30721], [-3.28841, 9.06996, -0.01818], [-2.85426, 6.80139, -1.55144], [-2.98721, 5.64353, -0.25104], [-1.59666, 6.59192, -0.21494], [-5.40603, 7.98626, 1.02685], [-5.40402, 7.33479, -0.55132], [-4.81570, 5.14587, 0.20821], [-6.27263, 5.63764, 0.81163], [-4.88806, 4.70129, 2.63406], [-5.39821, 6.29903, 3.08595], [-2.21309, 6.85805, 4.38818], [-3.99923, 7.24865, 4.45163], [-3.47070, 5.61135, 4.68143], [-2.68239, 4.63987, 1.34654], [-1.39531, 5.22130, 2.36418], [-2.73365, 4.21451, 3.02575], [-2.24753, 9.50011, 0.11450], [-4.05879, 9.70070, 0.39618], [-3.47484, 9.05701, -1.01228], [-1.97026, 8.75980, 2.63396], [7.31429, -1.60770, 2.22026], [6.33331, -1.42587, 0.97280], [4.93433, -1.45932, 1.55854], [4.59847, -0.23857, 2.39728], [4.80254, 0.99776, 1.60310], [6.23220, 1.16541, 1.05317], [6.56787, -0.13830, 0.29496], [7.83748, -0.10296, -0.34766], [6.26373, 2.22577, -0.01454], [7.27810, 1.58325, 2.18200], [6.61972, -2.53169, -0.05985], [7.24786, -0.92602, 3.06904], [8.30879, -1.74372, 1.99356], [7.10847, -2.62214, 2.57359], [4.21007, -1.43344, 0.72248], [4.74983, -2.39990, 2.12804], [5.25827, -0.20614, 3.29494], [3.59328, -0.23178, 2.73401], [4.55530, 1.81120, 2.23598], [4.03923, 1.00499, 0.77325], [5.84307, 3.15158, 0.33445], [7.27917, 2.41693, -0.42268], [5.64528, 1.95819, -0.85903], [7.27062, 2.67198, 2.29036], [7.09370, 1.24180, 3.18720], [8.27291, 1.26601, 1.91428], [5.76458, -2.39986, -0.76629], [6.49876, -3.50220, 0.34937], [7.50748, -2.45541, -0.69858], [8.47171, -0.22856, 0.33162], [-1.19413, 1.51665, 7.39022], [-0.93862, 2.92187, 6.88094], [-0.74049, 3.92388, 8.06129], [-0.19153, 5.26894, 7.60700], [1.01012, 5.15155, 6.70411], [0.96484, 4.15644, 5.55036], [0.29485, 2.88402, 6.07196], [0.33030, 1.96475, 5.05306], [0.22478, 4.71596, 4.33477], [2.36090, 3.87164, 5.11030], [-2.16262, 3.34072, 6.10498], [-1.23478, 0.81739, 6.47694], [-2.17166, 1.59815, 7.87343], [-0.34244, 1.18437, 8.01415], [-1.73294, 4.20321, 8.53292], [-0.11636, 3.36999, 8.72146], [0.13708, 5.92124, 8.39130], [-0.93543, 5.89010, 7.06886], [1.85534, 4.78338, 7.35023], [1.37349, 6.14456, 6.37144], [-0.87327, 4.66454, 4.49745], [0.56715, 5.72371, 4.09698], [0.49234, 4.14335, 3.43050], [2.91838, 3.44796, 5.88001], [2.57311, 3.40307, 4.14060], [2.79242, 4.86065, 5.05028], [-2.28224, 4.43148, 6.01510], [-3.12224, 2.93033, 6.50218], [-2.09257, 2.88722, 5.14947], [1.00689, 1.31387, 5.38875], [-1.32930, 2.84987, -0.84895], [-0.02960, 2.03220, -0.53770], [0.03961, 1.87357, 0.96640], [0.88558, 0.68380, 1.40292], [0.36599, -0.58359, 0.72274], [0.46502, -0.53273, -0.73698], [-0.34861, 0.70109, -1.15245], [-0.25994, 0.87131, -2.58063], [1.87947, -0.58610, -1.38687], [-0.25038, -1.75742, -1.35774], [1.25084, 2.66188, -1.09221], [-1.45039, 2.78054, -1.92928], [-1.28251, 3.88936, -0.47345], [-2.20652, 2.35447, -0.36663], [0.46519, 2.76682, 1.37364], [-0.98679, 1.73776, 1.36293], [0.80225, 0.60335, 2.48993], [1.94095, 0.79236, 1.14607], [-0.65941, -0.66557, 0.99876], [0.79264, -1.48738, 1.17133], [2.60999, -0.12470, -0.72378], [2.15009, -1.60414, -1.34640], [1.85729, -0.21332, -2.44761], [0.01150, -2.72547, -0.88141], [-1.31868, -1.74253, -1.26034], [-0.06311, -1.79855, -2.43944], [1.28371, 3.62298, -0.63787], [1.21615, 2.69288, -2.17005], [2.16586, 2.15573, -0.81351], [-1.11007, 0.47376, -2.84404], [-2.48820, 0.13165, 3.57517], [-3.84425, -0.23587, 2.95149], [-4.93929, 0.08721, 3.96020], [-6.34587, 0.06143, 3.37790], [-6.33220, 1.19320, 2.35272], [-5.37633, 0.87717, 1.18438], [-3.98464, 0.63685, 1.72114], [-3.18000, -0.03544, 0.72010], [-6.00237, -0.35868, 0.34484], [-5.34461, 2.06170, 0.17606], [-3.86522, -1.72983, 2.66804], [-2.23286, 1.21451, 3.60876], [-1.64775, -0.26222, 3.00146], [-2.47724, -0.19407, 4.61438], [-4.73353, -0.66080, 4.70282], [-4.77444, 1.02341, 4.42179], [-7.12270, 0.23687, 4.07876], [-6.71614, -0.88349, 2.84522], [-6.10809, 2.22023, 2.67430], [-7.24671, 1.31538, 1.79632], [-5.28787, -0.63661, -0.41138], [-6.32578, -1.29050, 0.81480], [-6.88098, 0.12510, -0.14492], [-4.78099, 1.69165, -0.67679], [-6.33043, 2.31892, -0.17834], [-4.86362, 2.90451, 0.76729], [-4.89657, -2.11546, 2.80768], [-3.27297, -2.29811, 3.34674], [-3.58590, -1.96685, 1.66949], [-2.73309, 0.65717, 0.24309]], "homo_energy_ev": -8.31, "de_lowest_kcal_mol": 0.0, "orbital_gap_ev": 8.7132}